No. 1
The following is a quantum chemistry calculation of an isolated molecule of C19H23N5S, from OMol25.

CARTESIAN COORDINATES (ANGSTROEM)
C  -2.319  -1.488  -3.709
H  -2.743  -0.889  -4.510
H  -3.128  -1.897  -3.109
H  -1.780  -2.318  -4.160
C  -1.356  -0.673  -2.854
H  -0.886  -1.345  -2.133
H  -0.563  -0.274  -3.491
C  -2.004  0.507  -2.105
N  -0.945  1.227  -1.402
C  -0.040  0.862  -0.451
N  0.691  1.917  -0.169
N  0.247  2.902  -0.931
N  -0.710  2.518  -1.661
C  0.141  -0.465  0.221
N  0.262  -0.343  1.655
C  1.290  0.340  2.294
C  2.565  0.639  1.849
C  3.437  1.270  2.724
C  3.056  1.596  4.013
C  1.773  1.298  4.458
C  0.901  0.678  3.595
C  -0.520  0.240  3.820
H  -1.137  1.024  4.259
H  -0.549  -0.628  4.483
C  -0.973  -0.130  2.402
H  -1.581  -1.040  2.375
H  -1.559  0.690  1.959
H  1.462  1.557  5.460
H  3.752  2.089  4.675
H  4.432  1.515  2.384
H  2.879  0.415  0.844
C  1.325  -1.194  -0.349
C  1.951  -2.280  0.179
C  3.022  -2.736  -0.621
C  3.187  -1.996  -1.745
S  2.043  -0.717  -1.852
H  3.910  -2.115  -2.526
H  3.640  -3.578  -0.365
H  1.665  -2.724  1.114
H  -0.755  -1.080  0.051
C  -3.060  0.057  -1.090
H  -2.711  -0.766  -0.471
H  -3.329  0.889  -0.441
H  -3.956  -0.267  -1.611
C  -2.639  1.494  -3.086
H  -2.996  2.372  -2.555
H  -3.479  1.027  -3.591
H  -1.912  1.819  -3.824

The frontier orbital gap comes out at 8.0 eV. For the total energy, the calculation gives -38361.1375 eV. For the HOMO energy, the calculation gives -7.54 eV. The energy above the lowest of the compared OMol25 structures with the same formula, charge and spin is 38.6 kcal/mol. The spin multiplicity is 1. Its SMILES is CCC(C)(C)n1nnnc1[C@@H](c1cccs1)N1CCc2ccccc21. The value obtained for the lowest unoccupied orbital energy is 0.50 eV.

Mulliken population analysis, charges in e, atoms 1 to 8: -1.51, 0.34, 0.32, 0.44, -0.23, 0.11, 0.51, 1.27

No. 2
The following is a quantum chemistry calculation of a structure of composition C19H23N6NiO4, from OMol25.

CARTESIAN COORDINATES (ANGSTROEM)
Ni  0.205  -1.303  -0.031
O  1.830  2.246  5.899
N  2.161  2.837  4.890
O  2.622  3.957  4.846
C  2.011  2.126  3.608
C  2.944  2.394  2.669
C  2.968  1.678  1.436
C  4.002  1.804  0.493
C  4.002  0.988  -0.610
C  2.952  0.080  -0.782
N  1.944  -0.018  0.063
C  1.952  0.749  1.172
C  0.896  0.550  2.129
N  -0.097  -0.293  1.779
C  -1.025  -0.597  2.664
C  -1.023  -0.069  3.956
C  -0.052  0.830  4.318
C  0.950  1.176  3.387
H  3.710  3.130  2.871
H  4.794  2.524  0.657
H  4.796  1.031  -1.341
H  2.941  -0.596  -1.628
H  -1.802  -1.273  2.332
H  -1.786  -0.370  4.659
H  -0.041  1.257  5.307
C  1.024  -5.052  0.318
C  0.581  -3.648  0.038
O  -0.458  -3.170  0.586
O  1.244  -2.907  -0.756
H  0.887  -5.287  1.370
H  2.062  -5.182  0.026
H  0.404  -5.735  -0.264
C  -4.209  -0.544  -1.370
N  -3.258  -0.074  -2.358
C  -3.750  -0.089  -3.731
C  -1.919  -0.092  -2.086
N  -1.445  -0.843  -1.123
N  -1.152  0.712  -2.868
C  0.265  0.496  -3.043
C  -1.621  2.001  -3.351
H  -5.169  -0.065  -1.562
H  -3.882  -0.264  -0.370
H  -4.360  -1.628  -1.414
H  -4.286  -1.023  -3.916
H  -2.925  -0.033  -4.434
H  -4.435  0.741  -3.916
H  -2.140  -1.507  -0.811
H  0.521  -0.507  -2.721
H  0.845  1.231  -2.479
H  0.517  0.598  -4.101
H  -2.624  2.205  -2.992
H  -1.613  2.040  -4.442
H  -0.961  2.787  -2.976

The expectation value of S² is 2.004. Its charge is +1. The frontier orbital gap (spin up / spin down) comes out at 8.2 / 8.2 eV. For the total energy, the calculation gives -78244.4744 eV. For the HOMO energy (spin up / spin down), the calculation gives -12.06 / -12.00 eV. The energy above the lowest of the compared OMol25 structures with the same formula, charge and spin is 10.2 kcal/mol. The spin multiplicity is 3. The value obtained for the lowest unoccupied orbital energy (spin up / spin down) is -3.82 / -3.82 eV.

Mulliken population analysis, charges in e, atoms 1 to 8: 0.26, -0.56, 0.92, -0.55, 0.11, -0.87, 0.99, -0.64

No. 3
The following is a quantum chemistry calculation of an isolated molecule of C19H23NO2, from OMol25.

CARTESIAN COORDINATES (ANGSTROEM)
C  -2.461  3.386  -6.225
H  -1.390  3.156  -6.212
O  -2.934  3.724  -4.945
C  -2.851  2.790  -3.953
C  -2.322  1.514  -4.099
C  -2.295  0.651  -3.015
C  -2.791  1.027  -1.778
C  -3.315  2.309  -1.641
C  -3.347  3.179  -2.708
H  -3.756  4.172  -2.608
H  -3.707  2.624  -0.685
C  -2.728  0.098  -0.599
H  -2.700  -0.939  -0.943
H  -3.616  0.226  0.022
C  -1.482  0.382  0.247
H  -1.510  1.418  0.593
C  -1.399  -0.548  1.460
C  -0.179  -0.207  2.300
O  -0.233  0.457  3.312
N  0.979  -0.683  1.791
H  0.961  -1.247  0.956
C  2.269  -0.457  2.414
C  2.884  -1.766  2.857
C  3.199  -1.977  4.192
C  3.762  -3.172  4.604
C  4.014  -4.174  3.684
C  3.699  -3.975  2.350
C  3.139  -2.779  1.940
H  2.902  -2.638  0.895
H  3.892  -4.755  1.627
H  4.453  -5.108  4.003
H  4.003  -3.321  5.646
H  2.997  -1.198  4.914
C  3.198  0.301  1.462
H  2.746  1.248  1.178
H  3.389  -0.281  0.563
H  4.147  0.497  1.953
H  2.061  0.164  3.291
H  -2.284  -0.416  2.082
H  -1.352  -1.590  1.133
H  -0.591  0.266  -0.376
H  -1.883  -0.339  -3.147
H  -1.930  1.178  -5.046
H  -3.010  2.538  -6.646
H  -2.630  4.266  -6.843

The frontier orbital gap comes out at 9.0 eV. For the total energy, the calculation gives -25661.9380 eV. For the HOMO energy, the calculation gives -8.35 eV. The energy above the lowest of the compared OMol25 structures with the same formula, charge and spin is 18.7 kcal/mol. The spin multiplicity is 1. Its SMILES is COc1ccc(CCCC(=O)N[C@H](C)c2ccccc2)cc1. The value obtained for the lowest unoccupied orbital energy is 0.66 eV.

Mulliken population analysis, charges in e, atoms 1 to 8: -0.83, 0.34, -0.45, 0.86, -0.40, -0.69, 0.21, -0.30

No. 4
The following is a quantum chemistry calculation of an isolated molecule of C19H23NO2S, from OMol25.

CARTESIAN COORDINATES (ANGSTROEM)
C  4.984  -3.434  2.227
H  5.317  -4.469  2.298
O  3.652  -3.491  1.779
C  2.974  -2.323  1.604
C  1.657  -2.445  1.158
C  0.884  -1.324  0.952
C  1.395  -0.052  1.189
C  2.706  0.065  1.620
C  3.495  -1.054  1.832
H  4.510  -0.922  2.171
H  3.123  1.046  1.792
C  0.552  1.166  0.919
N  0.417  1.388  -0.507
C  1.068  2.380  -1.148
O  1.754  3.198  -0.574
C  0.905  2.390  -2.667
C  -0.505  2.122  -3.170
H  -0.542  2.232  -4.256
H  -0.850  1.124  -2.903
S  -1.697  3.312  -2.448
C  -3.192  2.242  -2.393
C  -3.071  1.186  -1.346
C  -3.127  1.531  0.001
C  -3.016  0.564  0.979
C  -2.834  -0.776  0.645
C  -2.755  -1.114  -0.699
C  -2.872  -0.146  -1.684
H  -2.831  -0.439  -2.725
H  -2.609  -2.147  -0.984
C  -2.747  -1.817  1.719
H  -3.717  -1.932  2.203
H  -2.028  -1.525  2.483
H  -2.452  -2.780  1.310
H  -3.078  0.845  2.021
H  -3.258  2.568  0.273
H  -4.002  2.934  -2.165
H  -3.339  1.824  -3.389
H  1.240  3.370  -3.010
H  1.583  1.637  -3.080
H  -0.085  0.685  -1.024
H  1.024  2.062  1.328
H  -0.448  1.047  1.349
H  -0.133  -1.433  0.605
H  1.267  -3.436  0.982
H  5.058  -2.964  3.213
H  5.624  -2.897  1.520

The frontier orbital gap comes out at 9.1 eV. For the total energy, the calculation gives -36497.2624 eV. For the HOMO energy, the calculation gives -8.38 eV. The energy above the lowest of the compared OMol25 structures with the same formula, charge and spin is 1.7 kcal/mol. The spin multiplicity is 1. Its SMILES is COc1ccc(CNC(=O)CCSCc2ccc(C)cc2)cc1. The value obtained for the lowest unoccupied orbital energy is 0.72 eV.

Mulliken population analysis, charges in e, atoms 1 to 8: -0.86, 0.24, -0.45, 0.89, -0.84, 0.25, 0.11, -0.86